{
  "formula": "C3H7Cl3Si",
  "method": "the ωB97M-V functional and the def2-TZVPD basis",
  "gap_ev": 10.54,
  "smiles": "C[Si](C)(Cl)C(Cl)Cl",
  "max_force_ev_per_a": 4.5,
  "relative_energy_kj_mol": 292.7,
  "lumo_ev": 0.65,
  "total_energy_ha": -1788.6335,
  "elements": ["C", "C", "C", "Si", "Cl", "Cl", "Cl", "H", "H", "H", "H", "H", "H", "H"],
  "xyz": [[0.302620, 0.002443, 1.745164], [1.457532, 0.222768, -1.245623], [-1.654907, 0.044868, -0.512516], [0.192716, -0.551441, -0.044428], [-1.581392, 1.801605, -0.286354], [-2.816253, -0.792493, 0.500080], [0.143127, -2.470643, -0.464552], [1.217625, -0.215721, 2.125490], [0.051194, 1.057573, 1.680134], [-0.559498, -0.408950, 2.425813], [2.498100, -0.165585, -1.202367], [0.982788, 0.291839, -2.273764], [1.722414, 1.271425, -0.904246], [-1.956064, -0.087689, -1.542829]],
  "forces_ev_per_angstrom": [[-4.375, -0.591, -0.587], [0.101, 1.573, 0.508], [1.832, -0.323, -0.200], [-0.963, 2.438, -0.299], [-0.434, 0.562, 0.131], [-0.356, 0.070, 0.239], [0.089, -2.203, -0.139], [2.699, -0.307, 1.471], [0.559, 0.288, 0.173], [1.734, 0.341, -1.394], [-0.931, -0.647, -0.466], [0.958, -0.240, 1.092], [-0.931, -0.746, -0.429], [0.020, -0.216, -0.101]],
  "lowdin_charge": [-0.209, -0.229, -1.224, -0.015, 0.537, 0.539, 0.412, -0.021, -0.001, 0.077, 0.032, 0.052, 0.040, 0.013]
}



{
  "formula": "C46H38BrN3O2P2Pb",
  "method": "the ωB97M-V functional and the def2-TZVPD basis",
  "gap_ev": 7.22,
  "max_force_ev_per_a": 1.0,
  "lumo_ev": -5.22,
  "total_energy_ha": -5539.6409,
  "charge": 2,
  "elements": ["Pb", "C", "P", "C", "C", "C", "C", "C", "C", "C", "C", "C", "C", "C", "C", "C", "C", "C", "C", "C", "P", "C", "C", "C", "C", "C", "C", "C", "C", "C", "C", "C", "C", "N", "H", "H", "H", "H", "H", "H", "H", "H", "H", "H", "H", "H", "H", "H", "H", "H", "H", "H", "H", "H", "H", "H", "H", "H", "H", "H", "N", "C", "C", "C", "C", "C", "C", "C", "C", "N", "C", "H", "H", "H", "H", "H", "H", "H", "H", "Br", "C", "C", "C", "C", "C", "C", "C", "O", "O", "H", "H", "H", "H"],
  "xyz": [[1.018349, 0.239952, 0.238010], [-1.876400, 0.876744, 2.621870], [-1.782631, 2.163091, 1.354209], [-3.235819, 3.165966, 1.316355], [-3.150659, 4.552511, 1.194089], [-4.316731, 5.300204, 1.160090], [-5.549779, 4.669101, 1.243238], [-5.635331, 3.286496, 1.370104], [-4.479826, 2.528975, 1.415351], [-0.304900, 3.135320, 1.441791], [0.198165, 3.727372, 0.276790], [1.307939, 4.551660, 0.358545], [1.900317, 4.798869, 1.591977], [1.381265, 4.236914, 2.750904], [0.274129, 3.405011, 2.685905], [-0.563697, 0.438003, 3.171450], [-0.177592, 0.512825, 4.486969], [1.083682, -0.127188, 4.570000], [1.383920, -0.565107, 3.295505], [2.587687, -1.400797, 2.926749], [2.840101, -1.654307, 1.121236], [2.431131, -3.390470, 0.820079], [1.391331, -3.989693, 1.536330], [1.044513, -5.309262, 1.281850], [1.721519, -6.030636, 0.306530], [2.733889, -5.428230, -0.429535], [3.085797, -4.108822, -0.182283], [4.621685, -1.471946, 0.902317], [5.121006, -0.267499, 0.412735], [6.490903, -0.046534, 0.375161], [7.360645, -1.027042, 0.828235], [6.866206, -2.232872, 1.312201], [5.500117, -2.458738, 1.353763], [0.365682, -0.216228, 2.424623], [-2.443360, 0.060327, 2.162451], [-2.476970, 1.267233, 3.444738], [-2.185994, 5.038572, 1.125343], [-4.263835, 6.376427, 1.068944], [-6.456223, 5.259245, 1.214976], [-6.601310, 2.805362, 1.440750], [-4.541771, 1.451611, 1.523854], [-0.296018, 3.560016, -0.669914], [1.702034, 5.016467, -0.535799], [2.766762, 5.445157, 1.650321], [1.833288, 4.453529, 3.709850], [-0.124117, 2.964349, 3.589188], [-0.741190, 0.959763, 5.294227], [1.689932, -0.270716, 5.451239], [2.524057, -2.382591, 3.401404], [3.498747, -0.930092, 3.297478], [0.864505, -3.432760, 2.305016], [0.257575, -5.780061, 1.856790], [1.462742, -7.065151, 0.123234], [3.260399, -5.989812, -1.190327], [3.879978, -3.644073, -0.754583], [4.443059, 0.500498, 0.055488], [6.876057, 0.891750, -0.001868], [8.428354, -0.852645, 0.806005], [7.545926, -2.995216, 1.669482], [5.120350, -3.401162, 1.729838], [-0.042398, -1.853528, -0.681828], [-0.318095, -1.928511, -2.107829], [-0.498008, -3.132148, -2.724422], [-0.793839, -3.201280, -4.103959], [-0.914081, -2.060987, -4.842510], [-0.722419, -0.797355, -4.232862], [-0.830919, 0.425516, -4.935245], [-0.615655, 1.605536, -4.283974], [-0.262132, 1.566889, -2.921489], [-0.170898, 0.454854, -2.231976], [-0.409828, -0.727992, -2.860356], [-0.919489, -1.899809, -0.164920], [0.498737, -2.670377, -0.403121], [-0.417164, -4.048338, -2.148856], [-0.936345, -4.167768, -4.567734], [-1.155275, -2.109115, -5.897119], [-1.078311, 0.413229, -5.990043], [-0.688156, 2.554218, -4.797372], [-0.030685, 2.485226, -2.389911], [-4.126745, -0.285150, -5.776419], [-3.847126, -0.424729, -3.920776], [-4.250119, -1.568882, -3.244838], [-4.023513, -1.677258, -1.877878], [-3.383204, -0.658213, -1.193359], [-2.983277, 0.483019, -1.884605], [-3.233794, 0.614972, -3.248096], [-2.306779, 1.608790, -1.225978], [-2.194541, 2.722377, -1.633841], [-1.736066, 1.246106, 0.013603], [-4.746282, -2.365456, -3.782678], [-4.355274, -2.560988, -1.349648], [-3.223080, -0.732922, -0.126001], [-2.944812, 1.520364, -3.765198]],
  "forces_ev_per_angstrom": [[0.438, 0.220, -0.179], [0.040, 0.306, 0.122], [-0.245, 0.111, -0.013], [-0.067, -0.059, 0.044], [-0.013, -0.045, -0.021], [0.003, 0.017, 0.008], [-0.005, 0.006, 0.002], [0.009, -0.033, 0.015], [0.057, 0.059, -0.062], [-0.035, 0.180, 0.037], [0.056, 0.044, 0.137], [-0.046, -0.014, -0.041], [0.013, -0.015, 0.014], [0.006, 0.019, 0.011], [-0.006, 0.025, -0.085], [-0.484, -0.076, 0.281], [0.193, -0.087, 0.129], [-0.134, 0.083, -0.284], [0.149, -0.022, 0.327], [-0.278, 0.128, -0.026], [0.259, -0.124, 0.412], [-0.043, 0.006, -0.097], [0.052, -0.016, 0.022], [-0.014, -0.002, -0.011], [-0.012, 0.012, -0.017], [-0.002, 0.010, -0.011], [-0.068, 0.008, -0.002], [-0.042, -0.010, -0.017], [0.014, -0.043, -0.056], [-0.022, 0.031, 0.017], [-0.009, -0.001, -0.001], [-0.013, -0.018, 0.027], [0.043, 0.034, -0.042], [0.576, -0.674, -0.516], [-0.022, 0.012, 0.008], [-0.078, 0.062, -0.046], [-0.019, 0.012, 0.003], [0.005, -0.008, -0.002], [0.007, -0.003, -0.001], [0.008, 0.006, 0.006], [-0.037, 0.006, -0.005], [0.002, 0.026, 0.017], [-0.004, -0.013, 0.012], [-0.021, -0.003, 0.004], [-0.002, -0.028, -0.022], [0.039, 0.014, -0.015], [0.016, -0.059, -0.026], [-0.047, -0.019, -0.019], [0.067, -0.008, 0.016], [0.022, 0.016, -0.010], [0.009, -0.030, 0.000], [0.007, 0.012, -0.008], [0.000, 0.010, -0.001], [-0.012, 0.008, 0.013], [0.010, -0.027, 0.020], [0.015, 0.004, 0.006], [0.003, -0.026, -0.008], [-0.016, -0.010, -0.010], [0.002, 0.011, -0.027], [0.006, 0.022, 0.030], [-0.148, 0.203, -0.091], [-0.031, 0.066, 0.027], [0.023, -0.090, -0.082], [-0.001, -0.022, 0.045], [0.006, 0.062, -0.017], [0.156, -0.126, -0.051], [0.284, -0.051, -0.157], [0.382, 0.020, -0.015], [0.756, -0.212, -0.481], [0.222, -0.018, -0.318], [0.164, -0.116, 0.065], [-0.007, -0.036, -0.009], [-0.019, -0.010, 0.087], [-0.005, 0.016, -0.003], [0.020, -0.002, 0.013], [0.005, 0.027, 0.010], [0.001, -0.022, 0.037], [-0.001, 0.016, 0.014], [0.051, -0.139, -0.206], [-0.065, 0.003, -0.004], [-0.143, -0.055, 0.112], [0.075, 0.011, -0.034], [0.016, 0.013, 0.023], [0.024, -0.008, -0.050], [-0.289, 0.099, 0.044], [-0.445, 0.233, 0.166], [-0.439, 0.205, 0.180], [-0.390, 0.066, 0.311], [-0.289, -0.025, 0.168], [0.015, -0.002, 0.000], [-0.017, -0.002, -0.010], [0.032, -0.030, 0.021], [-0.275, -0.119, 0.143]],
  "lowdin_charge": [1.308, -0.159, 1.014, -0.291, -0.044, -0.038, -0.032, -0.043, -0.063, -0.343, -0.105, -0.045, -0.035, -0.032, -0.043, -0.448, -0.056, -0.032, -0.387, -0.252, 0.943, -0.403, -0.108, -0.061, -0.059, -0.056, -0.088, -0.389, -0.100, -0.063, -0.052, -0.051, -0.081, -0.118, 0.104, 0.121, 0.114, 0.121, 0.122, 0.120, 0.113, 0.084, 0.120, 0.121, 0.123, 0.109, 0.116, 0.113, 0.096, 0.102, 0.109, 0.115, 0.116, 0.117, 0.114, 0.085, 0.113, 0.117, 0.117, 0.115, 0.027, -0.222, 0.002, -0.037, -0.013, -0.155, -0.017, -0.021, -0.139, 0.002, -0.183, 0.099, 0.054, 0.125, 0.119, 0.124, 0.120, 0.131, 0.109, 0.854, -0.654, -0.079, -0.037, -0.020, -0.141, -0.066, -0.449, 0.142, -0.244, 0.117, 0.120, 0.108, 0.117]
}



{
  "formula": "C2H3NO",
  "method": "the ωB97M-V functional and the def2-TZVPD basis",
  "gap_ev": [7.59, 7.25],
  "smiles": "[H]/N=C/C=O",
  "max_force_ev_per_a": 7.6,
  "relative_energy_kj_mol": 551.0,
  "lumo_ev": [-1.50, -1.37],
  "total_energy_ha": -207.7878,
  "elements": ["C", "C", "N", "O", "H", "H", "H"],
  "xyz": [[0.964461, 0.297098, 0.242925], [-0.247389, -0.309699, -0.298520], [-1.365558, -0.408370, 0.364761], [2.107000, -0.012899, 0.379855], [-1.968528, 0.405791, 0.224075], [0.304561, -1.236637, -0.741773], [0.205452, 1.264715, -0.171322]],
  "forces_ev_per_angstrom": [[-3.032, 2.590, -2.600], [3.629, -6.101, 2.588], [-1.064, 0.767, -2.581], [-0.713, 0.684, 0.408], [0.172, 0.288, 1.479], [-1.788, 0.379, -0.627], [2.795, 1.393, 1.333]],
  "lowdin_charge": [-0.299, -0.283, 0.097, 0.105, 0.063, 0.140, 0.177]
}



Which formula does entry 1 have?
C3H7Cl3Si